Record 1
Formula: C3INS
Source: the Open Molecules 2025 dataset
Level of theory: wB97M-V/def2-TZVPD

Results
total charge: 0
maximum force: 2.12 eV/Å
SMILES: IC#CC1=NS1
DFT total energy: -864.80311 hartree
relative energy (zero: lowest compared OMol25 entry of this formula, charge and spin): 0.0 kcal per mole
HOMO: -8.58 eV

XYZ file:
```
6
Properties=species:S:1:pos:R:3:forces:R:3
I 2.20444 1.68076 2.71170 -0.2288 -0.1593 -0.3086
C 1.08827 0.83543 1.28820 0.0079 -0.0701 -0.0619
C 0.41381 0.30211 0.44039 1.0367 0.9207 1.6065
C -0.35031 -0.29149 -0.51690 -1.0814 -0.8370 -1.2899
N -1.43057 -0.86281 -0.73750 -0.0841 0.1115 0.6181
S -0.35690 -0.70819 -2.23165 0.3497 0.0341 -0.5642
```
Positions in Å, forces in eV/Å.

Listed below, in e, are the natural (NBO) charges computed for each atom: number 1, I, carries 0.35; number 2, C, carries -0.14; number 3, C, carries -0.15; number 4, C, carries 0.08; number 5, N, carries -0.30; number 6, S, carries 0.15

***

Record 2
Formula: C56H70N12O3SSeTaTe
Source: the Open Molecules 2025 dataset
Level of theory: wB97M-V/def2-TZVPD

Results
total charge: 0
maximum force: 1.10 eV/Å
DFT total energy: -6183.53260 hartree
spin multiplicity: 2
relative energy (zero: lowest compared OMol25 entry of this formula, charge and spin): 0.0 kcal per mole
HOMO (alpha / beta): -7.86 / -8.20 eV

XYZ file:
```
145
Properties=species:S:1:pos:R:3:forces:R:3
Ta -0.69010 -0.00768 0.09246 0.0597 -0.6512 0.8887
C -4.10107 -6.15945 -3.05209 0.0096 -0.0428 -0.0057
C -5.05278 -4.99146 -2.79561 0.0134 0.0127 -0.0198
C -6.13522 -5.45114 -1.81105 -0.0250 0.0046 0.0140
C -5.71104 -4.60596 -4.12622 -0.0122 -0.0188 -0.0429
C -4.32616 -3.78534 -2.20793 0.0640 -0.0182 0.0573
C -3.01081 -3.84174 -1.77782 -0.0912 0.0363 -0.0325
C -2.42271 -2.70558 -1.24451 -0.0213 -0.0989 -0.0362
Se -0.69737 -2.73557 -0.45652 0.0703 -0.0702 0.1270
C 0.48074 -2.51515 -1.94040 0.0548 -0.1926 -0.1713
C 0.91351 -3.60119 -2.67469 0.1094 0.0996 -0.1301
C 1.89542 -3.43041 -3.64805 -0.1271 -0.0767 0.0993
C 2.44723 -2.16310 -3.78340 0.0073 0.1156 -0.0324
C 2.05242 -1.04232 -3.04533 0.1054 -0.1721 -0.0939
C 1.01478 -1.24428 -2.13686 -0.1804 0.3225 0.2798
O 0.50643 -0.23228 -1.37050 0.0332 -0.0241 -0.4218
C 2.74700 0.30770 -3.21763 -0.0262 -0.0386 0.0241
C 3.92887 0.22125 -4.18573 0.0084 0.0605 -0.0119
C 3.29993 0.77752 -1.86426 0.0519 0.0535 0.0273
C 1.75367 1.32839 -3.78251 -0.0454 0.0012 -0.0251
C 2.32872 -4.62372 -4.49667 0.0021 0.0298 0.0073
C 1.11411 -5.16139 -5.26483 -0.0090 0.0063 -0.0208
C 3.41064 -4.24740 -5.50778 0.0145 -0.0383 -0.0295
C 2.87690 -5.73080 -3.58754 0.0188 0.0123 -0.0055
C -3.10907 -1.50930 -1.10986 0.0284 0.3365 0.1245
O -2.45408 -0.43872 -0.59646 -0.1043 -0.1532 -0.2565
C -4.45671 -1.42661 -1.49314 0.0335 -0.1223 -0.1119
C -5.00958 -2.57865 -2.03818 -0.0440 0.0873 0.0411
C -5.25726 -0.13772 -1.32330 0.0308 -0.0789 -0.0019
C -4.64309 0.96327 -2.19548 -0.0340 0.0336 -0.0147
C -6.71390 -0.31221 -1.75424 -0.0480 0.0235 0.0091
C -5.25666 0.27029 0.15613 0.0126 0.0651 0.0762
H -4.64920 -6.97794 -3.52030 -0.0133 -0.0162 -0.0091
H -3.67002 -6.54478 -2.12701 0.0050 0.0097 0.0370
H -3.28445 -5.87858 -3.71956 0.0004 0.0254 -0.0316
H -6.68129 -6.30449 -2.21703 -0.0150 -0.0322 -0.0228
H -6.85326 -4.65468 -1.61368 -0.0160 0.0210 0.0021
H -5.69428 -5.74732 -0.85848 0.0242 -0.0021 0.0208
H -6.16237 -5.48586 -4.58774 -0.0208 -0.0246 -0.0039
H -4.97998 -4.19296 -4.82212 0.0430 -0.0051 -0.0129
H -6.50033 -3.86704 -3.99222 -0.0074 0.0384 0.0180
H -2.43665 -4.75403 -1.84387 0.0266 -0.0223 0.0132
H 0.48376 -4.57685 -2.48775 -0.0170 -0.0176 0.0248
H 3.23781 -2.02786 -4.50238 0.0166 -0.0066 -0.0188
H 4.70012 -0.46879 -3.84017 0.0126 -0.0411 0.0290
H 4.38055 1.21102 -4.26278 0.0271 0.0177 -0.0005
H 3.62151 -0.07332 -5.18983 -0.0277 -0.0007 -0.0307
H 4.02848 0.06196 -1.47521 0.0069 -0.0313 0.0028
H 2.52205 0.91349 -1.11734 -0.0325 -0.0099 0.0057
H 3.81061 1.73574 -1.98835 0.0189 0.0163 -0.0150
H 1.41143 1.01519 -4.77104 -0.0018 -0.0150 -0.0275
H 2.25052 2.29447 -3.89426 0.0093 0.0525 -0.0008
H 0.87722 1.46229 -3.15231 0.0417 -0.0176 0.0099
H 0.69319 -4.39420 -5.91610 0.0038 0.0225 -0.0125
H 0.32657 -5.49467 -4.58893 -0.0204 -0.0038 0.0300
H 1.40684 -6.01287 -5.88128 0.0094 -0.0270 -0.0245
H 3.06678 -3.48121 -6.20345 -0.0301 0.0259 -0.0171
H 3.68009 -5.12806 -6.09261 0.0057 -0.0124 -0.0066
H 4.31627 -3.88472 -5.01997 0.0250 -0.0017 0.0334
H 2.12423 -6.08372 -2.88356 -0.0377 -0.0054 0.0356
H 3.73401 -5.37632 -3.01406 0.0313 0.0227 0.0114
H 3.19569 -6.58396 -4.18764 0.0172 -0.0427 -0.0262
H -6.04481 -2.53888 -2.34236 -0.0308 -0.0213 -0.0166
H -4.74924 0.71503 -3.25304 -0.0003 -0.0101 -0.0247
H -3.58818 1.10477 -1.99139 0.0931 0.0019 0.0187
H -5.14941 1.91341 -2.01707 -0.0231 0.0205 0.0037
H -6.80537 -0.56532 -2.81163 0.0300 -0.0031 -0.0316
H -7.23862 0.63105 -1.59841 -0.0100 0.0193 0.0001
H -7.22828 -1.07660 -1.16984 -0.0044 -0.0260 0.0456
H -4.25759 0.49138 0.52732 -0.0508 -0.0307 -0.0413
H -5.67131 -0.52629 0.77649 -0.0296 -0.0254 -0.0019
H -5.87353 1.16184 0.28516 -0.0089 0.0365 0.0154
N -2.82830 2.86296 0.84392 0.0167 0.0139 0.1692
C -2.32386 2.17980 1.92565 -0.1530 0.2267 -0.2203
N -2.42000 2.60072 3.17259 -0.0314 -0.1411 0.0557
N -1.74422 1.67150 3.87927 -0.0126 0.2733 0.0742
N -1.25839 0.77157 3.11219 0.0005 -0.1354 -0.1237
N -1.64136 1.03870 1.83453 0.3954 -0.0350 -0.0432
C -2.22112 2.80731 -0.38944 -0.1270 0.0630 0.2220
N -2.50087 3.63459 -1.37097 0.0777 -0.0845 -0.0589
N -1.73985 3.19228 -2.39780 -0.0278 0.1707 -0.0458
N -1.04600 2.18006 -2.05836 0.0592 -0.0433 0.0285
N -1.30662 1.90078 -0.74378 0.1541 -0.0012 -0.1819
H -3.33071 3.71211 1.05087 0.0092 -0.0315 -0.0195
S -2.61851 -2.15675 2.02962 0.0460 -0.0379 0.1292
C -1.81826 -1.97793 3.50291 0.0009 0.1602 -0.2000
N -0.50533 -2.14543 3.71306 -0.0598 -0.1430 -0.0727
C -0.09100 -1.57226 4.98667 0.0423 0.0803 0.0480
C -1.42413 -1.09465 5.60717 0.0929 0.0528 0.1185
N -2.40263 -1.57771 4.64296 -0.1090 -0.1843 -0.0145
H 0.09929 -2.11159 2.90308 -0.0101 0.0303 0.0427
H 0.59293 -0.73797 4.81941 -0.0169 -0.0161 0.0188
H 0.40969 -2.31861 5.60428 -0.0184 -0.0018 0.0061
H -1.47187 -0.00563 5.66650 0.0274 -0.0535 0.0494
H -1.59365 -1.52370 6.59466 0.0012 -0.0112 -0.0245
H -3.34130 -1.22123 4.59650 0.0209 0.0511 -0.0028
C 2.13618 6.39669 7.46749 0.0278 0.0391 0.0536
C 1.84693 5.66017 6.19090 -0.0222 0.0038 -0.0557
C 1.84500 4.27848 6.14696 0.0028 -0.0487 0.0035
C 1.56619 3.57639 4.97271 0.0293 0.0223 0.0985
C 1.59206 2.07186 5.03225 -0.0574 -0.0634 0.0730
C 1.29024 4.30636 3.82237 0.1037 -0.0615 -0.1073
Te 0.87366 3.29582 1.98763 -0.2525 0.1898 -0.2271
N 1.03790 1.15823 0.95077 -0.1275 0.0810 -0.0400
C 1.48616 0.07717 1.46503 0.0688 -0.1212 0.1097
O 0.67049 -0.98562 1.35574 -0.2000 0.2790 -0.3287
C 2.81568 -0.20351 2.06025 -0.0761 -0.0152 0.0300
C 3.56878 0.78756 2.67463 0.0328 0.1537 -0.0451
C 4.81602 0.49380 3.20077 -0.0434 -0.0302 -0.0346
C 5.32684 -0.79260 3.09676 0.0076 0.0110 -0.0182
C 4.58698 -1.78353 2.46627 -0.0141 0.0132 0.0138
C 3.33111 -1.49421 1.95690 0.0058 0.0065 0.1015
C 2.67640 3.90926 1.09793 -0.0584 -0.0146 0.2653
C 3.79584 4.11538 1.89598 0.0883 0.1466 -0.1038
C 4.98185 4.55034 1.32587 -0.0380 -0.0083 0.0237
C 5.03332 4.79072 -0.03954 -0.0351 -0.0295 0.0096
C 3.90854 4.58397 -0.82208 0.0215 -0.0266 -0.0393
C 2.70974 4.12992 -0.27595 0.0759 0.0378 -0.1476
C 1.52219 3.88650 -1.15540 -0.0836 -0.0034 -0.0445
C 1.26555 5.71024 3.83180 -0.0429 -0.0167 0.1174
C 0.94132 6.53647 2.61725 -0.0400 -0.0217 -0.0448
C 1.54699 6.35867 5.02320 -0.0092 -0.0073 0.0512
H 2.42463 5.71056 8.26206 0.0045 -0.0124 0.0069
H 1.26033 6.95187 7.80649 -0.0222 0.0034 -0.0159
H 2.94423 7.11698 7.33221 0.0023 0.0022 -0.0155
H 2.05819 3.71846 7.05078 0.0055 -0.0178 0.0199
H 2.61271 1.70336 5.15983 -0.0238 0.0110 0.0001
H 1.16810 1.59304 4.14830 0.0045 0.0474 0.0162
H 1.00741 1.72654 5.88483 -0.0291 0.0043 0.0484
H 3.18112 1.79692 2.74729 0.0537 -0.2107 -0.0374
H 5.38942 1.27051 3.68790 0.0388 0.0346 0.0168
H 6.30454 -1.01987 3.49961 0.0222 -0.0127 0.0151
H 4.98663 -2.78421 2.37474 0.0153 -0.0229 -0.0032
H 2.74363 -2.25970 1.47002 -0.0111 -0.0288 -0.0149
H 3.74453 3.95783 2.96518 -0.0201 0.0134 0.0587
H 5.85269 4.70561 1.94814 0.0274 0.0139 0.0008
H 5.94895 5.14040 -0.49697 0.0245 0.0095 -0.0054
H 3.95024 4.77634 -1.88709 0.0154 -0.0005 -0.0249
H 1.73172 4.17582 -2.18286 -0.0141 0.0069 -0.0307
H 0.64179 4.44654 -0.82615 0.0258 0.0108 0.0049
H 1.24743 2.83023 -1.16131 0.0279 0.0244 0.0254
H 0.12124 6.11367 2.03272 0.0020 -0.0242 0.0261
H 1.80309 6.62506 1.95424 0.0600 -0.0310 -0.0461
H 0.64252 7.53890 2.91772 0.0250 0.0382 -0.0159
H 1.51663 7.44206 5.04612 0.0134 0.0406 0.0100
```
Positions in Å, forces in eV/Å.

Atomic partial charges in e from the Mulliken method, atoms 1 to 99: number 1, Ta, carries 0.48; number 2, C, carries -2.12; number 3, C, carries 2.20; number 4, C, carries -1.62; number 5, C, carries -1.68; number 6, C, carries -0.47; number 7, C, carries -0.82; number 8, C, carries 1.31; number 9, Se, carries 0.36; number 10, C, carries 0.67; number 11, C, carries -0.88; number 12, C, carries -0.28; number 13, C, carries -0.46; number 14, C, carries -0.71; number 15, C, carries 0.07; number 16, O, carries 0.25; number 17, C, carries 2.89; number 18, C, carries -2.48; number 19, C, carries -1.42; number 20, C, carries -1.54; number 21, C, carries 2.22; number 22, C, carries -1.68; number 23, C, carries -2.21; number 24, C, carries -1.66; number 25, C, carries -0.45; number 26, O, carries -0.45; number 27, C, carries -0.40; number 28, C, carries -0.50; number 29, C, carries 2.48; number 30, C, carries -1.30; number 31, C, carries -2.49; number 32, C, carries -1.39; number 33, H, carries 0.45; number 34, H, carries 0.37; number 35, H, carries 0.40; number 36, H, carries 0.45; number 37, H, carries 0.33; number 38, H, carries 0.34; number 39, H, carries 0.48; number 40, H, carries 0.35; number 41, H, carries 0.35; number 42, H, carries 0.45; number 43, H, carries 0.39; number 44, H, carries 0.62; number 45, H, carries 0.46; number 46, H, carries 0.44; number 47, H, carries 0.46; number 48, H, carries 0.32; number 49, H, carries -0.07; number 50, H, carries 0.53; number 51, H, carries 0.36; number 52, H, carries 0.40; number 53, H, carries 0.39; number 54, H, carries 0.35; number 55, H, carries 0.34; number 56, H, carries 0.46; number 57, H, carries 0.41; number 58, H, carries 0.44; number 59, H, carries 0.41; number 60, H, carries 0.32; number 61, H, carries 0.35; number 62, H, carries 0.47; number 63, H, carries 0.47; number 64, H, carries 0.42; number 65, H, carries 0.03; number 66, H, carries 0.42; number 67, H, carries 0.42; number 68, H, carries 0.45; number 69, H, carries 0.44; number 70, H, carries 0.05; number 71, H, carries 0.30; number 72, H, carries 0.46; number 73, N, carries 0.26; number 74, C, carries -0.27; number 75, N, carries -0.93; number 76, N, carries -0.71; number 77, N, carries 0.82; number 78, N, carries 0.00; number 79, C, carries -0.91; number 80, N, carries -0.44; number 81, N, carries -1.09; number 82, N, carries -0.31; number 83, N, carries 1.58; number 84, H, carries 0.36; number 85, S, carries -0.20; number 86, C, carries -0.11; number 87, N, carries 0.04; number 88, C, carries 0.14; number 89, C, carries -0.64; number 90, N, carries -0.09; number 91, H, carries 0.07; number 92, H, carries -0.35; number 93, H, carries 0.48; number 94, H, carries 0.29; number 95, H, carries 0.34; number 96, H, carries 0.29; number 97, C, carries -1.67; number 98, C, carries 0.71; number 99, C, carries -0.91